ORCA calculation (ωB97M-V with the def2-TZVPD basis set) on C11H23INO2P2Tb as an isolated structure.

Geometry as ORCA input:
```
! RIJCOSX wB97M-V def2-TZVPD def2/J DEFGRID3
* xyz 2 7
Tb -0.04877 -1.12107 1.03525
P -2.46913 0.21081 -0.46886
C -2.36380 -1.48805 -1.19841
C -1.04944 -1.88051 -1.84419
N 0.13498 -1.57918 -1.22845
C 1.30794 -1.70418 -1.92058
C 1.34077 -2.44377 -3.07794
C 0.17256 -3.00419 -3.55511
C -1.03366 -2.68855 -2.95807
C 2.59085 -1.10435 -1.41472
P 2.58136 -0.58432 0.35016
H -1.94829 -3.11032 -3.36061
H 2.27243 -2.61833 -3.60126
H 0.20530 -3.66422 -4.41336
H 3.41873 -1.82606 -1.54721
H 2.85938 -0.15569 -1.91554
H -2.62785 -2.17657 -0.36620
H -3.18728 -1.48481 -1.93257
H -0.03433 -3.12085 3.30604
O -0.56877 -2.91085 2.50724
H -1.09149 -3.71806 2.31199
H 1.52717 -0.87265 4.21848
O 1.63948 -1.82631 4.01557
H 2.27506 -2.09527 4.70933
C 3.32401 -2.07998 1.07476
H 4.34427 -2.16967 0.67730
H 3.34336 -1.99927 2.17154
H 2.71658 -2.93270 0.74598
C 4.03165 0.51112 0.36105
H 4.10704 0.96004 1.36435
H 4.96873 -0.02242 0.12080
H 3.80985 1.26956 -0.40480
C -3.03336 1.11217 -1.95724
H -3.99829 0.72723 -2.32652
H -3.13815 2.17163 -1.67723
H -2.24820 0.97310 -2.70648
C -4.13853 0.08161 0.28283
H -4.29490 1.01903 0.83616
H -4.95556 -0.05477 -0.44384
H -4.09324 -0.77443 0.96617
I -0.00609 1.52044 2.13410
*
```

Properties
- Orbital gap (spin up / spin down): 0.2224 / 0.2909 hartree
- E_LUMO (spin up / spin down): -0.311 / -0.244 hartree
- E_tot: -2442.5208 Eh